Entry from OMol25: a molecular structure, C34H78AlF3O30S10 at a distorted geometry (ωB97M-V with the def2-TZVPD basis set).

CARTESIAN COORDINATES (ANGSTROEM)
Al1 -2.68 0.46 -4.00
C1 -0.03 -1.23 0.54
F1 0.33 -2.31 -0.13
F2 -1.22 -1.46 1.05
F3 0.79 -0.91 1.53
S1 -0.04 0.20 -0.66
O1 1.31 0.20 -1.14
O2 -1.04 -0.14 -1.69
O3 -0.47 1.35 0.11
O4 -1.39 2.09 5.59
S2 -2.09 1.62 4.41
O5 -2.27 0.22 4.14
O6 -3.52 2.39 4.31
C2 -3.93 3.28 5.36
C3 -4.35 2.49 6.60
C4 -1.38 2.38 2.94
H1 -4.78 3.86 5.00
H2 -3.21 4.09 5.52
H3 -4.94 3.11 7.28
H4 -3.46 2.09 7.09
H5 -4.98 1.64 6.37
H6 -1.36 3.46 3.05
H7 -1.92 1.97 2.09
H8 -0.35 2.03 2.81
O7 -5.04 -3.13 -1.32
S3 -3.82 -3.26 -2.09
O8 -3.28 -2.11 -2.78
O9 -2.60 -3.84 -1.22
C5 -2.89 -4.85 -0.25
C6 -3.30 -4.34 1.13
C7 -3.95 -4.55 -3.32
H9 -1.96 -5.41 -0.16
H10 -3.71 -5.49 -0.57
H11 -2.65 -3.53 1.49
H12 -3.34 -5.12 1.88
H13 -4.24 -3.79 1.06
H14 -3.08 -4.59 -3.97
H15 -4.83 -4.29 -3.93
H16 -4.19 -5.54 -2.93
O10 -6.01 0.42 -0.25
S4 -4.62 0.67 -0.02
O11 -3.67 0.45 -1.10
O12 -4.37 2.17 0.58
C8 -5.50 2.87 1.14
C9 -5.00 4.22 1.59
C10 -4.04 -0.25 1.42
H17 -5.92 2.29 1.97
H18 -6.32 2.93 0.42
H19 -4.21 4.02 2.31
H20 -5.75 4.86 2.05
H21 -4.68 4.77 0.71
H22 -2.98 -0.08 1.62
H23 -4.21 -1.30 1.20
H24 -4.65 0.11 2.25
O13 -1.30 2.78 -2.87
S5 -1.04 3.97 -2.05
O14 0.29 4.25 -1.60
O15 -1.62 5.22 -2.90
C11 -1.13 6.52 -2.59
C12 -2.28 7.51 -2.74
C13 -2.21 4.00 -0.70
H25 -0.36 6.79 -3.31
H26 -0.74 6.60 -1.57
H27 -3.13 7.15 -2.16
H28 -2.62 7.62 -3.77
H29 -2.06 8.54 -2.47
H30 -3.20 3.69 -1.04
H31 -2.30 5.02 -0.33
H32 -1.95 3.21 0.01
O16 0.77 -2.64 -5.86
S6 -0.03 -2.78 -4.68
O17 -1.05 -1.77 -4.48
O18 -0.73 -4.22 -4.63
C14 0.12 -5.38 -4.78
C15 -0.11 -6.37 -3.66
C16 0.90 -2.84 -3.11
H33 1.17 -5.07 -4.81
H34 0.03 -5.85 -5.76
H35 -1.16 -6.28 -3.36
H36 0.51 -6.16 -2.79
H37 -0.09 -7.41 -3.98
H38 1.71 -3.57 -3.21
H39 0.14 -3.19 -2.42
H40 1.35 -1.86 -2.96
O19 7.20 -0.21 -0.47
S7 5.97 -0.50 -1.14
O20 5.89 0.04 -2.47
O21 5.72 -2.09 -1.13
C17 4.49 -2.60 -1.68
C18 3.89 -3.45 -0.58
C19 4.59 0.17 -0.17
H41 4.71 -3.23 -2.54
H42 3.80 -1.84 -2.04
H43 3.04 -4.08 -0.86
H44 3.55 -2.78 0.22
H45 4.67 -4.12 -0.22
H46 5.09 1.01 0.31
H47 4.20 -0.63 0.45
H48 3.83 0.47 -0.88
O22 1.51 -7.49 2.70
S8 0.17 -7.26 3.20
O23 -0.15 -7.62 4.56
O24 -0.17 -5.67 3.05
C20 0.56 -4.89 2.10
C21 1.89 -4.36 2.60
C22 -1.08 -7.94 2.12
H49 -0.05 -4.04 1.78
H50 0.67 -5.48 1.19
H51 2.57 -5.18 2.81
H52 1.84 -3.68 3.46
H53 2.35 -3.75 1.82
H54 -0.88 -7.77 1.06
H55 -2.07 -7.55 2.32
H56 -1.02 -9.01 2.33
O25 0.46 0.59 -4.29
S9 1.89 0.80 -4.38
O26 2.73 -0.34 -4.18
O27 2.18 1.43 -5.87
C23 3.56 1.41 -6.32
C24 3.81 0.20 -7.21
C25 2.39 2.18 -3.39
H57 4.21 1.46 -5.44
H58 3.66 2.37 -6.83
H59 4.83 0.18 -7.60
H60 3.17 0.21 -8.10
H61 3.52 -0.72 -6.71
H62 2.41 1.96 -2.34
H63 1.66 2.94 -3.65
H64 3.29 2.64 -3.78
O28 3.63 3.62 -0.72
S10 3.37 3.85 0.68
O29 4.39 3.61 1.67
O30 2.86 5.39 0.82
C26 3.03 5.99 2.11
C27 2.42 7.36 2.21
C28 1.86 2.99 1.23
H65 4.08 5.96 2.42
H66 2.54 5.37 2.88
H67 2.96 8.08 1.58
H68 2.54 7.80 3.20
H69 1.38 7.40 1.89
H70 1.10 3.14 0.46
H71 1.71 3.45 2.20
H72 2.06 1.92 1.29
C29 4.04 0.68 4.02
C30 3.08 -0.25 3.60
C31 1.84 -0.25 4.18
C32 1.50 0.64 5.26
C33 2.44 1.63 5.63
C34 3.67 1.62 5.03
H73 5.04 0.68 3.62
H74 3.39 -0.99 2.88
H75 1.17 -1.07 3.99
H76 0.59 0.39 5.78
H77 2.22 2.30 6.45
H78 4.41 2.34 5.35

## Properties
**Charge**: +2
**LUMO level**: -12.27 eV
**F_max**: 0.0468 hartree/bohr
**Kohn-Sham gap**: 1.835 eV

Entry from OMol25: 9 unconnected molecules or ions with the total composition C34H78F15N6O6P2S at a distorted geometry (ωB97M-V with the def2-TZVPD basis set).

CARTESIAN COORDINATES (ANGSTROEM)
C1 -8.56 -0.02 -0.34
C2 -8.65 -1.21 0.54
O1 -8.98 -1.24 1.70
N1 -8.43 -2.57 -0.27
H1 -9.28 -3.12 -0.28
H2 -8.25 -2.42 -1.25
C3 -7.42 -3.54 0.47
H3 -7.52 0.19 -0.58
H4 -8.82 0.87 0.23
H5 -9.11 -0.15 -1.27
H6 -6.38 -3.21 0.45
H7 -7.39 -4.43 -0.17
H8 -7.92 -3.73 1.42
C4 2.24 1.29 -9.33
C5 2.25 -0.27 -9.21
O2 2.78 -0.86 -8.36
N2 1.42 -0.99 -10.29
H9 1.12 -0.39 -11.05
H10 2.05 -1.72 -10.58
C6 0.24 -1.78 -9.62
H11 2.83 1.50 -10.22
H12 2.58 1.79 -8.42
H13 1.22 1.61 -9.54
H14 -0.09 -2.44 -10.41
H15 -0.52 -1.03 -9.40
H16 0.57 -2.19 -8.66
C7 -5.33 3.13 -6.29
C8 -5.00 4.45 -6.83
O3 -3.99 4.86 -7.42
N3 -5.94 5.55 -6.30
H17 -6.07 6.29 -6.97
H18 -6.84 5.21 -5.99
C9 -5.37 6.16 -5.02
H19 -5.98 3.22 -5.42
H20 -4.48 2.45 -6.26
H21 -5.90 2.71 -7.11
H22 -4.29 6.33 -5.06
H23 -5.63 5.49 -4.20
H24 -5.82 7.13 -4.77
C10 -0.94 12.39 6.98
C11 -1.15 11.39 5.79
C12 -0.39 10.06 6.02
N4 0.02 9.33 4.72
C13 1.01 10.16 3.89
C14 0.64 7.98 5.05
C15 0.57 7.20 3.68
C16 -0.71 7.74 3.04
C17 -1.18 8.85 3.89
H25 0.10 12.48 7.32
H26 -1.53 12.06 7.83
H27 -1.21 13.43 6.80
H28 -0.91 11.92 4.87
H29 -2.23 11.34 5.71
H30 -1.05 9.37 6.55
H31 0.57 10.22 6.51
H32 0.60 11.11 3.58
H33 1.36 9.61 3.01
H34 1.84 10.32 4.58
H35 1.66 8.13 5.41
H36 0.06 7.45 5.80
H37 1.43 7.41 3.04
H38 0.56 6.12 3.85
H39 -0.57 8.00 1.99
H40 -1.38 6.88 3.06
H41 -1.62 9.67 3.32
H42 -1.93 8.58 4.63
C18 -0.16 -8.35 -4.64
C19 0.88 -8.20 -3.58
C20 1.95 -7.00 -3.79
N5 3.12 -7.17 -2.77
C21 2.56 -7.21 -1.34
C22 3.92 -5.89 -2.82
C23 5.30 -6.17 -2.28
C24 5.60 -7.64 -2.84
C25 4.13 -8.30 -2.98
H43 -0.93 -9.00 -4.23
H44 0.32 -8.78 -5.52
H45 -0.52 -7.36 -4.91
H46 1.32 -9.19 -3.42
H47 0.26 -8.03 -2.70
H48 1.58 -5.99 -3.58
H49 2.32 -7.05 -4.81
H50 3.29 -7.28 -0.54
H51 1.96 -8.11 -1.23
H52 1.95 -6.32 -1.18
H53 3.39 -5.01 -2.46
H54 4.01 -5.76 -3.90
H55 5.45 -6.17 -1.20
H56 5.86 -5.34 -2.70
H57 6.22 -8.24 -2.18
H58 5.97 -7.63 -3.87
H59 4.04 -9.09 -2.23
H60 3.97 -8.79 -3.94
C26 4.21 -2.18 5.58
C27 3.24 -2.68 6.68
C28 3.62 -2.27 8.12
N6 2.82 -2.89 9.27
C29 1.35 -2.43 9.22
C30 3.56 -2.58 10.59
C31 3.06 -3.63 11.59
C32 3.01 -4.91 10.64
C33 2.89 -4.39 9.24
H61 4.34 -1.10 5.59
H62 3.82 -2.41 4.59
H63 5.13 -2.76 5.54
H64 3.24 -3.76 6.74
H65 2.24 -2.29 6.53
H66 3.36 -1.21 8.18
H67 4.70 -2.33 8.22
H68 0.62 -2.89 9.88
H69 0.94 -2.80 8.28
H70 1.27 -1.34 9.22
H71 3.62 -1.50 10.73
H72 4.62 -2.78 10.48
H73 2.10 -3.31 12.02
H74 3.72 -3.78 12.44
H75 2.17 -5.58 10.83
H76 3.94 -5.45 10.82
H77 2.04 -4.85 8.73
H78 3.82 -4.79 8.83
C34 7.94 2.08 -2.86
F1 7.69 3.29 -2.32
F2 8.58 1.29 -2.07
F3 6.75 1.66 -3.21
S1 9.08 2.40 -4.42
O4 10.40 2.87 -3.94
O5 9.16 1.04 -4.98
O6 8.40 3.37 -5.33
P1 -1.12 0.43 -1.59
F4 -0.56 0.15 -3.07
F5 -1.85 1.79 -2.10
F6 -2.48 -0.40 -1.91
F7 -1.66 0.61 -0.02
F8 -0.47 -1.05 -1.25
F9 0.30 1.07 -1.15
P2 -8.00 -4.42 -6.50
F10 -8.51 -5.76 -7.35
F11 -9.50 -4.38 -5.78
F12 -7.45 -5.33 -5.30
F13 -7.63 -3.06 -5.63
F14 -6.59 -4.43 -7.38
F15 -8.63 -3.41 -7.60

## Properties
**Charge**: +3
**LUMO level**: -5.90 eV
**F_max**: 0.1023 hartree/bohr
**Kohn-Sham gap**: 3.466 eV

Entry from OMol25: a molecular structure, C34H80Br10O14 at a distorted geometry (ωB97M-V with the def2-TZVPD basis set).

CARTESIAN COORDINATES (ANGSTROEM)
C1 18.85 17.83 18.14
O1 18.58 18.44 16.89
C2 19.70 19.09 16.35
C3 19.30 20.51 16.22
O2 20.47 21.24 15.80
C4 20.44 22.62 16.14
H1 17.93 17.41 18.47
H2 19.25 18.56 18.92
H3 19.68 17.15 17.94
H4 19.96 18.71 15.37
H5 20.57 18.93 17.04
H6 19.08 20.93 17.16
H7 18.40 20.62 15.57
H8 21.18 23.02 15.48
H9 20.63 22.75 17.17
H10 19.45 23.05 15.93
C5 18.57 12.50 14.52
O3 19.94 12.10 14.72
C6 20.33 10.86 14.15
C7 19.41 9.63 14.28
O4 19.09 9.29 15.63
C8 19.82 8.25 16.19
H11 17.91 11.92 15.19
H12 18.20 12.38 13.50
H13 18.50 13.53 14.79
H14 21.19 10.56 14.73
H15 20.58 10.95 13.07
H16 19.78 8.71 13.73
H17 18.45 9.79 13.80
H18 19.51 8.10 17.24
H19 20.89 8.46 16.21
H20 19.66 7.27 15.65
C9 13.75 13.24 14.42
O5 12.42 13.05 14.82
C10 12.13 13.73 16.03
C11 10.67 13.59 16.38
O6 9.98 14.14 15.29
C12 8.57 14.11 15.41
H21 13.97 14.26 14.16
H22 13.83 12.66 13.48
H23 14.47 12.84 15.13
H24 12.43 14.77 15.89
H25 12.84 13.32 16.78
H26 10.43 14.08 17.31
H27 10.42 12.50 16.50
H28 8.14 14.82 14.67
H29 8.27 14.35 16.46
H30 8.25 13.12 15.17
C13 20.70 12.04 17.62
O7 19.79 12.29 18.60
C14 18.38 12.49 18.23
C15 17.44 12.94 19.32
O8 17.46 14.35 19.56
C16 17.22 14.64 20.90
H31 20.88 12.89 16.93
H32 20.39 11.17 16.96
H33 21.61 11.75 18.09
H34 18.01 11.57 17.75
H35 18.29 13.25 17.47
H36 17.61 12.44 20.29
H37 16.42 12.71 19.01
H38 18.14 14.54 21.52
H39 16.37 14.08 21.38
H40 16.93 15.69 20.94
C17 12.97 9.92 17.11
O9 13.95 10.30 16.13
C18 13.93 9.53 14.98
C19 15.13 9.92 14.18
O10 15.23 9.25 12.92
C20 14.35 9.62 11.97
H41 11.99 10.05 16.66
H42 13.11 10.53 17.96
H43 13.10 8.87 17.31
H44 13.01 9.63 14.36
H45 14.14 8.52 15.28
H46 15.97 9.64 14.80
H47 15.10 11.03 14.09
H48 14.34 8.91 11.12
H49 14.63 10.63 11.69
H50 13.33 9.70 12.30
C21 20.05 14.44 11.98
O11 19.55 15.50 11.26
C22 19.62 16.62 12.15
C23 18.94 17.85 11.69
O12 17.51 17.76 11.70
C24 16.93 19.02 11.42
H51 21.14 14.49 12.05
H52 19.83 13.57 11.34
H53 19.58 14.15 12.89
H54 20.65 16.87 12.32
H55 19.12 16.35 13.08
H56 19.22 18.27 10.73
H57 19.16 18.59 12.54
H58 15.97 19.03 11.88
H59 16.65 19.17 10.37
H60 17.51 19.84 11.84
C25 16.26 14.84 12.54
O13 16.72 15.43 13.83
C26 15.83 16.54 14.02
C27 15.81 16.95 15.47
O14 15.16 15.91 16.25
C28 15.96 14.92 16.80
H61 16.10 15.65 11.81
H62 15.29 14.37 12.67
H63 16.80 13.96 12.23
H64 14.77 16.29 13.74
H65 16.13 17.34 13.33
H66 15.29 17.88 15.56
H67 16.81 17.11 15.92
H68 15.35 14.43 17.52
H69 16.83 15.25 17.34
H70 16.28 14.21 16.03
C29 13.35 17.43 18.17
Br1 14.69 18.34 19.18
Br2 12.04 18.59 17.24
Br3 12.47 16.12 19.25
H71 13.89 16.95 17.37
C30 15.41 14.79 8.93
Br4 14.73 13.25 10.01
Br5 17.32 14.94 9.10
Br6 14.56 16.31 9.50
H72 15.23 14.53 7.90
Br7 9.94 16.49 13.24
C31 11.78 16.94 13.78
C32 11.76 18.44 13.56
Br8 13.52 19.23 13.58
H73 12.49 16.42 13.12
H74 12.01 16.68 14.81
H75 11.18 19.01 14.30
H76 11.38 18.58 12.56
Br9 11.05 11.74 12.38
C33 10.23 12.28 10.61
C34 10.79 13.64 10.20
Br10 10.18 14.26 8.51
H77 9.17 12.27 10.88
H78 10.51 11.47 9.93
H79 11.89 13.53 10.07
H80 10.55 14.38 10.93

## Properties
**Charge**: 0
**LUMO level**: -0.02 eV
**F_max**: 0.0708 hartree/bohr
**Kohn-Sham gap**: 9.308 eV